# C58H159N14O16V

C58H159N14O16V as an isolated structure in a non-equilibrium geometry (ωB97M-V with the def2-TZVPD basis set, the OMol25 dataset).

Properties
⟨S²⟩ = 0.796
Gap between HOMO and LUMO (alpha / beta) = 0.292 / 0.299 Eh
HOMO (alpha / beta) = -10.24 / -10.24 eV
E = -142017.2189 eV
Charge = +1
Multiplicity = 2
E_LUMO (alpha / beta) = -2.29 / -2.10 eV

Positions of all 248 atoms, in Å:
1 O 2.93623 -15.54502 21.68394
2 V 3.93174 -15.12445 20.49489
3 C 2.18259 -10.86303 20.52906
4 C 2.67606 -12.12978 21.28329
5 O 3.35902 -12.98542 20.43092
6 H 1.74623 -11.17536 19.58029
7 H 3.07126 -10.26551 20.32573
8 H 1.44897 -10.26042 21.06455
9 H 1.79835 -12.66543 21.64498
10 H 3.27406 -11.93356 22.17323
11 C 0.35465 -15.67986 19.75113
12 C 1.20697 -16.76409 19.03659
13 C 0.57640 -17.13588 17.72785
14 O 1.16103 -18.36654 17.13774
15 C 0.33341 -19.04811 16.24027
16 N 2.50584 -16.10935 18.99092
17 H -0.22722 -14.98672 19.14362
18 H 0.86327 -15.36224 20.66136
19 H -0.45702 -16.18393 20.27574
20 H 1.18404 -17.70010 19.59468
21 H 0.50591 -16.26980 17.06980
22 H -0.46286 -17.45271 17.81544
23 H 0.21795 -18.56686 15.26910
24 H -0.70580 -19.08665 16.56686
25 H 0.62201 -20.07577 16.01955
26 H 3.08807 -16.67596 18.39086
27 H 2.32924 -15.33302 18.36945
28 C -1.57748 -9.00371 23.10082
29 C -3.16208 -9.10538 23.07260
30 C -3.76404 -9.69425 21.75256
31 O -3.41359 -8.94639 20.54396
32 C -3.94011 -9.35948 19.28758
33 N -3.48985 -9.91834 24.20457
34 H -1.11435 -9.97628 23.26729
35 H -1.17221 -8.37549 23.89404
36 H -1.23902 -8.66136 22.12289
37 H -3.48096 -8.08420 23.28142
38 H -4.84736 -9.57387 21.75624
39 H -3.53043 -10.74829 21.60248
40 H -5.02217 -9.44997 19.19248
41 H -3.36813 -10.27078 19.11299
42 H -3.64875 -8.78461 18.40853
43 H -3.22603 -10.87298 24.00665
44 H -4.46982 -9.92757 24.44886
45 C 4.41614 -18.20984 22.79510
46 C 5.38680 -18.17925 21.66804
47 C 5.93369 -19.51543 21.11519
48 O 5.03916 -19.91047 20.08607
49 C 5.50056 -21.01776 19.27933
50 N 4.78701 -17.40981 20.58075
51 H 4.94006 -18.47444 23.71359
52 H 3.71056 -19.03232 22.67769
53 H 3.92298 -17.26620 23.02843
54 H 6.25505 -17.58093 21.94418
55 H 6.19527 -20.27734 21.84947
56 H 6.86061 -19.31915 20.57631
57 H 6.23445 -20.72079 18.53012
58 H 4.56619 -21.35766 18.83266
59 H 5.93834 -21.74210 19.96619
60 H 5.46596 -17.32948 19.83733
61 H 4.24899 -18.12572 20.11373
62 C 2.89333 -8.24541 23.86001
63 C 3.56515 -6.91537 23.47902
64 C 2.62354 -5.72666 23.25176
65 O 1.65524 -5.98185 22.23778
66 C 0.44045 -5.21760 22.34414
67 N 4.48084 -6.76165 24.57034
68 H 2.29579 -8.57555 23.01026
69 H 2.20910 -8.05636 24.68716
70 H 3.57248 -9.06280 24.10238
71 H 4.23119 -7.12180 22.64125
72 H 3.22893 -4.85058 23.01920
73 H 2.27604 -5.41816 24.23775
74 H 0.53278 -4.33631 21.70941
75 H 0.03801 -4.92548 23.31409
76 H -0.32199 -5.86207 21.90660
77 H 4.03774 -6.85081 25.47357
78 H 4.82260 -5.81127 24.57932
79 C 7.00003 -14.53805 17.04680
80 C 5.67694 -15.23289 17.55262
81 C 5.72262 -16.78738 17.29168
82 O 4.51756 -17.41773 17.78683
83 C 4.25200 -18.64794 17.07951
84 N 5.55582 -14.93060 18.99034
85 H 6.82327 -13.47356 16.89275
86 H 7.32082 -14.95512 16.09222
87 H 7.74865 -14.58504 17.83766
88 H 4.78071 -14.99082 16.98142
89 H 6.56572 -17.25234 17.80265
90 H 5.82563 -16.95290 16.21926
91 H 3.64611 -18.46210 16.19268
92 H 3.59546 -19.23609 17.72071
93 H 5.15695 -19.07899 16.65131
94 H 5.88704 -13.97735 18.94896
95 H 6.40945 -15.34949 19.33086
96 C -0.33742 -11.94258 26.79835
97 C 0.65815 -11.42687 25.70001
98 C 2.10016 -11.52490 26.23428
99 O 2.14518 -10.96243 27.56003
100 C 3.40697 -10.74469 28.11957
101 N 0.53557 -12.17272 24.52205
102 H -1.36414 -11.68967 26.53382
103 H -0.16549 -11.47820 27.76938
104 H -0.17284 -13.01963 26.82971
105 H 0.47574 -10.37638 25.47348
106 H 2.80215 -10.98988 25.59469
107 H 2.48535 -12.54145 26.31391
108 H 4.15689 -11.52004 27.96284
109 H 3.39173 -10.50788 29.18343
110 H 3.88345 -10.01686 27.46282
111 H 1.19702 -11.93482 23.79680
112 H -0.31863 -11.83330 24.10344
113 C -2.66680 -16.01112 25.12715
114 C -2.09013 -15.11895 24.07886
115 C -2.84914 -13.78910 23.99209
116 O -2.43854 -12.82384 22.95416
117 C -2.32320 -13.45815 21.64698
118 N -0.69209 -14.93277 24.34985
119 H -1.96141 -16.82079 25.31409
120 H -3.69829 -16.33146 24.98046
121 H -2.71107 -15.44462 26.05733
122 H -2.38653 -15.72251 23.22098
123 H -2.67298 -13.40161 24.99554
124 H -3.92700 -13.95093 24.00291
125 H -3.24527 -14.02116 21.50233
126 H -1.48124 -14.14925 21.68695
127 H -2.21353 -12.67932 20.89234
128 H -0.38754 -14.07938 23.90368
129 H -0.60756 -14.91781 25.35620
130 C -0.27934 -8.50817 18.71143
131 C -0.24537 -7.78533 17.39988
132 C -0.70639 -6.30161 17.37802
133 O 0.07200 -5.52676 18.40037
134 C -0.09980 -4.11993 18.21091
135 N 1.06667 -7.87389 16.82220
136 H -0.24905 -9.58032 18.51732
137 H -1.05384 -8.16908 19.39938
138 H 0.64604 -8.43915 19.28326
139 H -0.95156 -8.29789 16.74666
140 H -1.72351 -6.27469 17.76900
141 H -0.60461 -5.83065 16.40031
142 H -1.13554 -3.80636 18.34142
143 H 0.05811 -3.82874 17.17246
144 H 0.58812 -3.71239 18.95170
145 H 1.66377 -7.17231 17.23616
146 H 1.05908 -7.56678 15.86004
147 C 7.84660 -5.04551 17.89165
148 C 7.41544 -4.77031 19.35107
149 C 6.14639 -5.64883 19.75035
150 O 4.97281 -5.07782 19.22818
151 C 3.71200 -5.72321 19.66192
152 N 8.51890 -5.01860 20.20927
153 H 7.90752 -6.11486 17.68947
154 H 8.80583 -4.60624 17.61777
155 H 7.06673 -4.82819 17.16180
156 H 7.05491 -3.75042 19.48498
157 H 6.06420 -5.42319 20.81358
158 H 6.30476 -6.72168 19.64074
159 H 3.82265 -5.74193 20.74613
160 H 3.64530 -6.70373 19.19049
161 H 2.76941 -5.23960 19.40551
162 H 8.92438 -5.91797 19.99291
163 H 8.08867 -4.96757 21.12163
164 C 8.66570 -11.70434 19.80161
165 C 7.21174 -11.53586 20.21879
166 C 6.79194 -10.04617 20.36946
167 O 7.50405 -9.39866 21.46409
168 C 6.82885 -8.38811 22.14460
169 N 6.38570 -12.17795 19.23197
170 H 8.96195 -12.72914 20.02545
171 H 9.40058 -11.05123 20.27224
172 H 8.76119 -11.66125 18.71665
173 H 7.04411 -12.05694 21.16138
174 H 5.70203 -10.04121 20.38270
175 H 7.04988 -9.58081 19.41814
176 H 6.95462 -7.45636 21.59313
177 H 7.43630 -8.48125 23.04484
178 H 5.75935 -8.52421 22.30511
179 H 6.29361 -11.53440 18.45902
180 H 5.46649 -12.25299 19.64372
181 C -3.32894 -18.51840 18.56924
182 C -3.94283 -17.19827 18.96694
183 C -3.28725 -15.94813 18.31075
184 O -3.97454 -14.80746 18.88874
185 C -3.25461 -13.59639 18.34704
186 N -5.36135 -17.24250 18.69743
187 H -2.47513 -18.83633 19.16759
188 H -2.96245 -18.56335 17.54369
189 H -3.92504 -19.39905 18.80846
190 H -3.84151 -17.03152 20.03933
191 H -3.38964 -15.90350 17.22649
192 H -2.20522 -15.98775 18.43631
193 H -3.49370 -12.78492 19.03440
194 H -3.56626 -13.21635 17.37413
195 H -2.18292 -13.65857 18.53601
196 H -5.86202 -17.71404 19.43708
197 H -5.71535 -16.29849 18.63723
198 C -0.00256 -12.57601 17.16113
199 C 1.41349 -12.65802 16.42081
200 C 1.87872 -11.29197 15.92853
201 O 2.91573 -11.43734 15.04518
202 C 3.00380 -10.36234 14.12890
203 N 2.43590 -13.25207 17.35939
204 H -0.18864 -13.62899 17.37256
205 H -0.76934 -12.23728 16.46442
206 H -0.11729 -11.95928 18.05251
207 H 1.31435 -13.31132 15.55394
208 H 2.27614 -10.78195 16.80606
209 H 1.01749 -10.67309 15.67684
210 H 2.25268 -10.42192 13.34126
211 H 3.98040 -10.41954 13.64823
212 H 2.97496 -9.38665 14.61399
213 H 2.44785 -12.94327 18.32095
214 H 3.34214 -13.16949 16.92120
215 C 4.54538 -14.73359 24.44869
216 C 5.47199 -14.02848 23.39231
217 C 6.90389 -13.62764 23.91876
218 O 7.05188 -12.69714 24.92587
219 C 6.75417 -11.34721 24.63669
220 N 5.47796 -14.86257 22.17418
221 H 3.54454 -14.80707 24.02321
222 H 4.41190 -14.24239 25.41254
223 H 4.96617 -15.72276 24.62914
224 H 4.87717 -13.14411 23.16384
225 H 7.40542 -13.21310 23.04427
226 H 7.42251 -14.56413 24.12402
227 H 5.73625 -11.23138 24.26446
228 H 7.44598 -10.88848 23.93024
229 H 6.84905 -10.67173 25.48687
230 H 5.94724 -15.68843 22.51748
231 H 6.18056 -14.51580 21.53684
232 C 5.03782 -7.59659 16.74940
233 C 5.79070 -8.73824 15.99750
234 C 7.34380 -8.43453 15.99036
235 O 7.89926 -9.46949 15.15078
236 C 9.31809 -9.39953 15.05383
237 N 5.35746 -10.06962 16.52114
238 H 3.95846 -7.56227 16.60139
239 H 5.48257 -6.64469 16.45930
240 H 5.29469 -7.69937 17.80370
241 H 5.34405 -8.76084 15.00348
242 H 7.70886 -8.46751 17.01688
243 H 7.63577 -7.46706 15.58187
244 H 9.50988 -8.38227 14.71249
245 H 9.45453 -10.20776 14.33532
246 H 9.60690 -9.62280 16.08088
247 H 6.02191 -10.73112 16.14561
248 H 4.46625 -10.40580 16.18523

Results of the Löwdin charge analysis, in e, for atoms 1 through 6: O -0.309; V 0.937; C -0.056; C -0.404; O -0.367; H 0.045